DFT (the ωB97M-V functional and the def2-TZVPD basis) results for a single C4H9NO2 molecule.

Element x y z (Å)
C (-0.3522, -1.2365, -1.6702)
O (-0.8486, -1.2922, -0.3578)
C (0.0787, -0.8948, 0.6084)
C (0.2399, 0.6192, 0.8163)
C (-1.0072, 1.4214, 0.8535)
N (1.2997, 1.1449, 1.3160)
O (2.4116, 0.5476, 0.7189)
H (-1.1181, -1.6748, -2.3131)
H (-0.1624, -0.1994, -1.9905)
H (0.5782, -1.8158, -1.7741)
H (1.0333, -1.4297, 0.5115)
H (-0.3688, -1.1932, 1.5685)
H (-1.4820, 1.2643, 1.8206)
H (-1.6847, 1.0875, 0.0628)
H (-0.7826, 2.4816, 0.7151)
H (1.9452, 0.4027, -0.1348)

Summary:
- DFT total energy (eV) = -9875.6234
- energy relative to the best compared isomer or geometry (same formula, charge and spin) (kJ/mol) = 428.1
- frontier orbital gap (eV) = 9.592
- charge = 0
- SMILES = COC/C(C)=N\O

natural (NBO) atomic charge list, values in e, 4 entries: -0.257, -0.527, -0.137, 0.144